Record 1
This record from the OMol25 dataset describes a structure of composition C8H13CdNP. The level of theory is wB97M-V/def2-TZVPD.

Each line ends with the natural charge from an NBO analysis.
Geometry (Å):
C1 0.3137 -0.3979 -3.8828  -0.376
C2 -0.9058 -1.1473 -3.9425  -0.376
C3 -0.7339 -2.3079 -3.1219  -0.369
C4 0.6139 -2.3559 -2.6702  -0.373
C5 1.2494 -1.1411 -3.0746  -0.372
Cd1 0.9619 1.3856 -0.1176  0.158
P1 -0.5052 3.3130 -0.7377  -0.101
H1 0.5011 0.5866 -4.3162  0.177
H2 -1.8265 -0.8504 -4.4457  0.173
H3 -1.4952 -3.0642 -2.9482  0.170
H4 2.2485 -0.8027 -2.7939  0.187
H5 1.0641 -3.1505 -2.0836  0.175
H6 -1.8090 3.2605 -0.1257  -0.028
H7 -0.7630 3.4077 -2.1397  0.033
H8 -0.1126 4.6638 -0.5045  0.000
C6 0.3836 0.1342 5.0479  -0.594
C7 -0.3297 -0.5395 3.8540  -0.519
C8 0.3767 -0.3026 2.6072  0.360
N1 0.8555 0.1170 1.6310  -0.469
H9 1.4399 -0.1640 5.1055  0.220
H10 -0.1039 -0.1152 5.9978  0.213
H11 0.3677 1.2257 4.9261  0.219
H12 -0.4415 -1.6226 3.9926  0.246
H13 -1.3498 -0.1324 3.7428  0.246

Values from the calculation:
* electronic energy: -876.2932 a.u.
* energy relative to the best compared isomer or geometry (same formula, charge and spin): 1.8 kcal/mol
* total charge: -1
* LUMO (alpha / beta): 2.340 / 2.340 eV

=====

Record 2
This record from the OMol25 dataset describes a cluster of 2 separate species, C5H15NO2 in total. The level of theory is wB97M-V/def2-TZVPD.

Each line ends with the natural charge from an NBO analysis.
Geometry (Å):
C1 -2.2864 -0.1776 0.6954  -0.612
C2 -1.0979 0.8734 1.1799  -0.212
N1 -0.5721 1.4584 -0.0478  -0.688
C3 0.8168 1.2022 -0.5032  -0.238
C4 0.5808 0.3702 -1.7824  -0.461
C5 0.2562 -1.1070 -1.4675  -0.054
O1 1.2223 -1.6830 -0.6178  -0.747
H1 -1.6491 -0.8669 0.1479  0.184
H2 -3.0592 0.2987 0.0592  0.208
H3 -2.5793 -0.6391 1.6037  0.192
H4 -1.9354 1.5172 1.7347  0.183
H5 -0.3701 0.4429 1.8825  0.200
H6 -0.9313 2.3418 -0.2355  0.370
H7 1.3661 0.6480 0.3819  0.234
H8 1.2640 2.1559 -0.6571  0.193
H9 1.3551 0.4349 -2.5104  0.197
H10 -0.3647 0.7563 -2.0839  0.234
H11 -0.7450 -1.4000 -0.9904  0.192
H12 0.3670 -1.7916 -2.4239  0.156
H13 2.0983 -1.5216 -1.0396  0.462
O2 2.2860 -0.7822 2.0969  -0.951
H14 1.8949 -0.8234 2.9373  0.464
H15 2.0830 -1.7075 1.6402  0.493

Values from the calculation:
* electronic energy: -404.6330 a.u.
* energy relative to the best compared isomer or geometry (same formula, charge and spin): 76.6 kcal/mol
* LUMO: 0.807 eV

=====

Record 3
This record from the OMol25 dataset describes a structure of composition C18H37BrCl24GaIO3P2. The level of theory is wB97M-V/def2-TZVPD.

Each line ends with the Mulliken charge.
Geometry (Å):
C1 -0.2418 2.4167 0.5553  0.231
C2 0.3378 2.7414 -0.8336  -0.263
I1 -0.9627 4.3594 -1.6408  -0.234
C3 0.2662 1.5920 -1.8346  0.145
Ga1 0.7105 -0.2600 -1.0800  -1.024
C4 0.9034 -1.5137 -2.7299  0.850
O1 1.2297 -0.9569 -3.7943  -0.700
O2 0.7153 -2.7534 -2.6060  -0.833
P1 2.7358 -0.3999 0.1003  0.228
C5 4.1218 0.5630 -0.7193  -0.425
C6 2.5905 0.0319 1.9284  -0.895
P2 -1.0001 -1.1547 0.2865  0.378
O3 -2.0114 -1.9505 -0.8124  0.011
Br1 0.0365 -2.7742 1.5337  -0.396
H1 0.5107 1.9282 1.1908  -0.151
H2 -0.4897 3.3729 1.0557  -0.097
H3 -1.1862 1.8559 0.4937  0.016
H4 1.3330 3.1990 -0.7909  0.397
H5 -0.7731 1.5398 -2.2053  0.139
H6 0.8860 1.7982 -2.7215  -0.220
H7 3.7977 1.3161 -1.4558  0.163
H8 4.7684 1.0456 0.0365  0.328
H9 4.7419 -0.1762 -1.2443  -0.133
H10 1.5507 0.2210 2.2373  0.216
H11 3.2588 0.8707 2.2029  0.095
H12 2.9238 -0.8352 2.5243  0.395
H13 -1.5520 -2.8005 -0.9728  0.010
C7 2.6674 2.7655 -5.3156  -0.057
Cl1 3.1805 3.5744 -3.8316  -0.164
Cl2 2.0850 3.9280 -6.5224  -0.207
H14 3.5117 2.2264 -5.7296  0.273
H15 1.8653 2.0722 -5.0766  0.124
C8 -1.0979 5.8844 3.2464  -0.201
Cl3 -0.9735 6.5699 1.6186  -0.132
Cl4 0.2807 4.8424 3.6158  -0.094
H16 -1.1296 6.6947 3.9670  0.353
H17 -2.0067 5.2952 3.3132  0.075
C9 7.1979 -2.0221 -2.9603  -0.295
Cl5 8.2820 -1.3337 -1.7382  -0.173
Cl6 6.0773 -0.8187 -3.5901  -0.094
H18 7.7970 -2.4067 -3.7788  0.303
H19 6.6270 -2.8260 -2.5073  0.248
C10 3.4501 4.1253 5.5133  -0.382
Cl7 2.8835 2.8632 4.4200  -0.055
Cl8 5.1908 3.9938 5.8097  -0.146
H20 3.2431 5.0934 5.0688  0.265
H21 2.9261 4.0316 6.4587  0.326
C11 8.9777 2.4091 4.8542  -0.294
Cl9 9.3097 4.1405 5.0285  -0.162
Cl10 7.4776 2.1190 3.9765  -0.097
H22 9.7967 1.9501 4.3109  0.298
H23 8.8955 1.9696 5.8426  0.248
C12 -3.7700 -4.7615 -1.4905  0.394
Cl11 -4.1846 -5.9504 -0.2390  -0.156
Cl12 -2.0635 -4.8312 -1.9158  -0.159
H24 -4.3655 -4.9660 -2.3742  -0.085
H25 -3.9920 -3.7654 -1.1147  -0.006
C13 -5.5918 -6.1601 3.4843  -0.124
Cl13 -6.6863 -6.4410 4.8497  -0.186
Cl14 -5.3417 -7.6289 2.5390  -0.160
H26 -6.0221 -5.4005 2.8406  0.210
H27 -4.6343 -5.8233 3.8663  0.253
C14 -4.1456 -1.4395 3.3475  -0.564
Cl15 -3.3291 -1.9822 1.8848  0.016
Cl16 -3.9707 0.3123 3.5880  -0.144
H28 -5.2036 -1.6747 3.2735  0.279
H29 -3.7126 -1.9501 4.2020  0.345
C15 -4.8909 0.9112 -1.1375  -0.440
Cl17 -5.2032 -0.2946 0.1260  -0.133
Cl18 -3.2011 0.9335 -1.6223  0.051
H30 -5.5009 0.6733 -2.0036  0.347
H31 -5.1570 1.8920 -0.7556  0.117
C16 -3.8672 4.2932 1.3721  0.902
Cl19 -5.1127 4.7226 2.5609  -0.220
Cl20 -4.4115 4.5687 -0.2766  -0.161
H32 -2.9911 4.9048 1.5456  -0.633
H33 -3.6177 3.2422 1.4889  0.051
C17 1.9560 -4.7212 -4.4525  0.260
Cl21 1.2011 -6.3334 -4.3435  -0.235
Cl22 2.4879 -4.3796 -6.1143  -0.224
H34 1.2380 -3.9564 -4.1360  -0.009
H35 2.8187 -4.6985 -3.7982  0.187
C18 -6.9884 -3.9406 -4.0917  -0.303
Cl23 -6.5004 -5.3925 -3.2080  -0.148
Cl24 -6.1710 -2.5038 -3.4709  -0.069
H36 -6.7316 -4.0661 -5.1382  0.288
H37 -8.0599 -3.8100 -3.9841  0.271

Values from the calculation:
* electronic energy: -17457.6085 a.u.
* energy relative to the best compared isomer or geometry (same formula, charge and spin): 0.0 kcal/mol
* total charge: -2
* LUMO: 3.128 eV

=====

Record 4
This record from the OMol25 dataset describes a cluster of 2 separate species, C4H12 in total. The level of theory is wB97M-V/def2-TZVPD.

Each line ends with the natural charge from an NBO analysis.
Geometry (Å):
C1 -0.3572 1.6458 -0.5542  -0.636
C2 0.7984 1.7639 -1.6234  -0.638
H1 0.0105 2.0213 0.5108  0.205
H2 -1.3444 2.0035 -0.8914  0.217
H3 -0.4715 0.5545 -0.0726  0.213
H4 0.8269 0.8579 -2.2503  0.204
H5 1.7656 1.8055 -1.2571  0.211
H6 0.9967 2.6300 -2.0961  0.217
C3 -0.6698 -1.8041 1.7100  -0.639
C4 0.1511 -1.5464 0.5116  -0.624
H7 -0.5604 -2.8274 2.1342  0.223
H8 -0.6427 -0.9765 2.3484  0.217
H9 -1.7506 -2.0232 1.3311  0.208
H10 1.1158 -2.0901 0.3588  0.213
H11 0.4539 -0.4262 0.3690  0.203
H12 -0.3222 -1.5883 -0.5288  0.207

Values from the calculation:
* electronic energy: -159.4973 a.u.
* energy relative to the best compared isomer or geometry (same formula, charge and spin): 55.0 kcal/mol
* LUMO: 1.089 eV

=====

Record 5
This record from the OMol25 dataset describes a cluster of 2 separate species, C3H7BrNO2 in total. The level of theory is wB97M-V/def2-TZVPD.

Each line ends with the natural charge from an NBO analysis.
Geometry (Å):
C1 -1.3887 1.6426 -0.8348  0.744
C2 0.7679 -2.0652 -0.0323  -0.339
C3 0.7282 -1.0239 0.7727  -0.102
N1 1.5414 0.2550 0.6615  -0.728
O1 -0.1741 1.5865 -0.7851  -0.613
O2 -2.1762 1.2602 0.1773  -0.659
Br1 -2.4644 2.1797 -2.3401  0.083
H1 1.3393 -2.1120 -1.0315  0.221
H2 0.1468 -2.9045 0.0192  0.242
H3 -0.1038 -1.0582 1.4769  0.238
H4 0.7495 0.8756 0.2802  0.487
H5 2.2669 -0.0509 0.0531  0.442
H6 1.8682 0.2985 1.6515  0.455
H7 -3.1010 1.1163 -0.0687  0.529

Values from the calculation:
* electronic energy: -2897.4726 a.u.
* energy relative to the best compared isomer or geometry (same formula, charge and spin): 2.3 kcal/mol
* total charge: +1
* LUMO: -3.120 eV

=====

Record 6
This record from the OMol25 dataset describes a structure of composition C4H7NO. The level of theory is wB97M-V/def2-TZVPD.

Each line ends with the natural charge from an NBO analysis.
Geometry (Å):
O1 1.9001 0.9483 0.3693  -0.672
C1 0.9877 0.5318 -0.5293  0.120
C2 0.2534 -1.2802 -0.2813  -0.479
C3 -0.9719 -0.4639 -0.0390  -0.093
N1 -0.7233 0.4631 1.0826  -0.628
C4 -0.4361 0.8872 -0.3047  -0.169
H1 1.3874 0.9958 1.2038  0.490
H2 1.2706 -0.1851 -1.2915  0.250
H3 0.6806 -1.8178 0.5652  0.207
H4 0.1905 -1.9295 -1.1771  0.202
H5 -1.9922 -0.7799 -0.2463  0.201
H6 -1.6091 0.8759 1.3702  0.361
H7 -0.9376 1.7542 -0.7218  0.210

Values from the calculation:
* electronic energy: -286.4593 a.u.
* energy relative to the best compared isomer or geometry (same formula, charge and spin): 108.1 kcal/mol
* LUMO: 1.056 eV